Entry 1:
68
Properties=species:S:1:pos:R:3 method="wB97M-V/def2-TZVPD" gap_ev=7.6217 homo_ev=-5.538 total_charge=-1
In -0.622 0.307 0.563
C -2.343 -2.483 0.144
N -1.000 -2.232 0.677
C 0.045 -2.906 -0.080
C 1.411 -2.250 0.102
N 1.510 -0.816 -0.222
C 1.696 -0.631 -1.681
C 2.585 -0.134 0.502
C 3.796 -0.755 0.753
C 4.804 -0.110 1.410
C 4.591 1.161 1.951
C 3.385 1.786 1.643
C 2.404 1.188 0.852
S 0.927 2.163 0.480
C -0.924 -2.808 2.055
C -1.230 -4.142 2.256
C -1.190 -4.737 3.499
C -0.930 -3.955 4.595
C -0.689 -2.603 4.432
C -0.659 -2.008 3.176
S -0.162 -0.329 3.032
H -2.529 -3.556 0.015
H -2.372 -2.047 -0.862
H -3.008 -2.076 0.899
H -0.243 -2.732 -1.085
H 0.072 -3.953 0.031
H 2.159 -2.728 -0.593
H 1.720 -2.327 1.153
H 1.178 -1.461 -2.205
H 2.751 -0.846 -1.908
H 1.439 0.335 -2.061
H 3.875 -1.810 0.510
H 5.721 -0.616 1.656
H 5.339 1.683 2.646
H 3.200 2.831 2.052
H -1.426 -4.734 1.388
H -1.330 -5.816 3.614
H -0.956 -4.365 5.625
H -0.537 -2.024 5.321
O -6.782 3.253 -1.262
C -6.714 2.718 -0.112
O -7.447 2.821 0.901
C -5.439 1.883 0.118
C -4.890 1.688 1.390
C -3.590 1.276 1.551
N -2.800 0.874 0.526
C -3.343 0.980 -0.715
C -4.643 1.521 -0.939
C -2.411 0.486 -1.866
O -2.813 0.573 -3.010
O -1.319 -0.068 -1.499
H -5.375 2.087 2.261
H -3.101 1.242 2.559
H -4.966 1.697 -1.941
N 0.155 2.984 -3.583
C 1.520 2.860 -3.398
C 2.072 3.665 -2.403
C 3.438 3.669 -2.200
C 4.243 2.780 -2.910
C 3.678 1.903 -3.851
C 2.318 1.956 -4.069
H -0.270 3.539 -2.874
H -0.446 2.131 -3.687
H 1.300 4.299 -1.939
H 3.793 4.372 -1.428
H 5.277 2.858 -2.735
H 4.251 1.233 -4.423
H 1.847 1.257 -4.795

Entry 2:
67
Properties=species:S:1:pos:R:3 method="wB97M-V/def2-TZVPD" gap_ev=3.0563 de_lowest_kcal_mol=111.4 homo_ev=-4.304 total_charge=0
C 2.620 -2.831 3.549
C 2.619 -2.836 2.032
C 4.008 -3.245 1.549
C 1.458 -3.682 1.295
C 1.858 -5.021 0.716
C 0.151 -3.803 2.076
O 1.230 -2.881 0.072
B 1.939 -1.791 0.323
C -2.089 2.573 -0.345
C -3.364 2.127 -0.676
C -4.058 2.572 -1.812
C -3.386 3.451 -2.658
C -3.897 3.794 -4.036
F -4.096 5.141 -4.219
F -2.948 3.394 -4.939
F -5.073 3.192 -4.372
C -2.160 3.982 -2.278
C -1.504 3.564 -1.122
C -1.324 1.962 0.865
C -0.620 3.076 1.794
C -1.981 2.908 2.262
O 2.413 -1.472 1.546
H 3.175 -3.724 3.886
H 3.157 -1.929 3.884
H 1.615 -2.858 4.003
H 4.320 -4.202 1.971
H 4.041 -3.310 0.452
H 4.701 -2.479 1.905
H 2.153 -5.685 1.529
H 0.976 -5.443 0.227
H 2.668 -4.908 -0.018
H 0.118 -4.829 2.466
H 0.087 -3.093 2.916
H -0.696 -3.671 1.389
H -3.863 1.390 -0.019
H -5.089 2.240 -1.966
H -1.735 4.781 -2.885
H -0.551 4.016 -0.846
H -1.970 1.125 1.325
H 0.171 2.633 2.436
H -0.362 4.035 1.271
H -2.723 3.690 2.016
H -2.148 2.271 3.140
F 3.671 0.203 -2.679
C 3.033 0.944 -1.711
C 3.517 2.220 -1.518
C 2.956 2.869 -0.441
F 3.316 4.155 -0.155
C 1.961 2.314 0.346
C 1.189 1.263 -0.150
C -0.255 0.983 0.471
C -0.905 -0.174 -0.350
C -0.894 -0.179 -1.741
C -1.657 -1.084 -2.474
C -2.296 -2.143 -1.827
C -2.143 -2.234 -0.446
F -2.768 -3.285 0.215
C -1.504 -1.263 0.304
C 1.968 0.367 -0.973
H 4.297 2.667 -2.102
H 1.686 2.844 1.248
H 0.096 0.427 1.389
H -0.389 0.637 -2.257
H -1.844 -0.916 -3.547
H -2.918 -2.856 -2.368
H -1.632 -1.327 1.398
H 1.672 -0.656 -1.335

Entry 3:
63
Properties=species:S:1:pos:R:3 method="wB97M-V/def2-TZVPD" gap_ev=2.1676 homo_ev=-4.131 total_charge=0
C -0.043 2.226 3.506
C 0.342 2.643 2.204
C -0.842 2.850 1.440
H 1.366 2.827 1.871
C -1.956 2.557 2.274
C -1.462 2.180 3.552
H -2.062 1.963 4.436
H 0.626 2.054 4.351
H -0.887 3.223 0.414
H -3.010 2.657 2.002
Ba -0.661 -0.099 1.770
C -1.814 -1.351 -1.608
H -2.780 -0.855 -1.444
H -1.263 -1.423 -0.632
H -0.952 -0.508 -2.018
Si -1.127 -0.941 -3.499
C 0.576 -0.963 -4.215
C 1.348 0.210 -4.184
H 0.910 1.126 -3.788
C 2.656 0.222 -4.692
H 3.257 1.136 -4.621
C 3.171 -0.928 -5.309
H 4.195 -0.921 -5.706
C 2.380 -2.084 -5.428
H 2.778 -2.967 -5.940
C 1.079 -2.088 -4.908
H 0.424 -2.946 -5.051
C -2.265 0.281 -4.284
C -1.995 0.846 -5.550
H -1.154 0.477 -6.130
C -2.808 1.861 -6.085
H -2.567 2.316 -7.055
C -3.939 2.301 -5.381
H -4.569 3.115 -5.771
C -4.272 1.692 -4.160
H -5.165 2.007 -3.605
C -3.464 0.662 -3.651
H -3.791 0.145 -2.752
H -1.980 -2.425 -1.807
H -1.658 -2.381 -3.536
C -1.084 -1.784 7.614
C -1.857 -1.363 6.519
C -1.252 -1.105 5.290
C 0.153 -1.243 5.172
C 0.927 -1.656 6.268
C 0.309 -1.929 7.492
N 0.758 -0.947 3.935
N 2.070 -1.090 3.961
C 2.702 -0.704 2.786
C 4.114 -0.694 2.748
C 4.745 -0.223 1.600
C 3.954 0.233 0.533
C 2.569 0.194 0.637
N 1.937 -0.315 1.726
H -1.572 -2.000 8.567
H -2.936 -1.236 6.627
H -1.826 -0.774 4.411
H 2.003 -1.745 6.113
H 0.921 -2.252 8.335
H 4.606 -1.047 3.651
H 5.834 -0.208 1.541
H 4.408 0.624 -0.383
H 1.896 0.564 -0.154

Entry 4:
75
Properties=species:S:1:pos:R:3 method="wB97M-V/def2-TZVPD" gap_ev=7.9524 de_lowest_kcal_mol=6.8 homo_ev=-5.844 total_charge=-1
Ca 0.493 -1.271 -0.127
C 4.838 0.559 -3.955
C 5.434 -0.296 -2.847
N 5.074 0.175 -1.522
C 5.936 1.193 -0.938
C 7.144 0.602 -0.220
C 4.125 -0.426 -0.758
S 3.119 -1.615 -1.455
N 4.139 -0.064 0.530
C 3.042 0.080 1.254
O 1.881 0.243 0.804
C 3.248 0.108 2.736
C 4.511 0.286 3.291
C 4.673 0.286 4.667
C 3.575 0.091 5.496
C 2.316 -0.098 4.945
C 2.150 -0.081 3.569
H 5.076 0.136 -4.932
H 5.212 1.584 -3.927
H 3.752 0.570 -3.856
H 6.527 -0.306 -2.916
H 5.080 -1.319 -2.953
H 5.348 1.797 -0.251
H 6.268 1.842 -1.753
H 6.807 -0.045 0.588
H 7.768 1.396 0.196
H 7.756 0.015 -0.907
H 5.356 0.423 2.629
H 5.658 0.430 5.094
H 3.704 0.076 6.571
H 1.462 -0.273 5.586
H 1.178 -0.246 3.125
O -2.515 0.013 -5.407
C -1.427 0.759 -5.420
O -1.137 1.475 -6.353
C -0.573 0.717 -4.205
C 0.502 1.550 -3.989
N 0.980 1.269 -2.762
N 0.283 0.300 -2.163
C -0.648 -0.069 -3.023
C -1.531 -1.223 -2.608
O -2.639 -1.332 -3.173
O -1.068 -1.940 -1.689
H -2.612 -0.511 -4.548
H 0.931 2.302 -4.627
H 1.780 1.655 -2.286
C -2.836 -2.411 0.807
C -2.713 -0.968 0.468
N -1.652 -0.217 0.671
C -1.953 1.029 0.159
C -3.197 1.023 -0.378
N -3.679 -0.253 -0.168
C -4.944 -0.748 -0.636
N -6.047 -0.093 0.036
N -7.027 0.497 -0.683
N -7.894 1.008 0.105
C -7.491 0.768 1.400
C -8.075 1.123 2.617
C -7.414 0.751 3.765
C -6.196 0.045 3.719
C -5.606 -0.316 2.528
C -6.286 0.056 1.366
H -2.027 -2.686 1.483
H -2.739 -3.009 -0.101
H -3.788 -2.644 1.288
H -1.238 1.833 0.190
H -3.779 1.775 -0.879
H -4.975 -1.823 -0.467
H -5.064 -0.555 -1.701
H -9.006 1.673 2.641
H -7.828 1.008 4.732
H -5.706 -0.216 4.647
H -4.662 -0.843 2.504
N 0.368 -3.633 2.667
C 0.480 -2.992 1.706

Entry 5:
77
Properties=species:S:1:pos:R:3 method="wB97M-V/def2-TZVPD" gap_ev=5.9670 de_lowest_kcal_mol=8.0 homo_ev=-2.007 total_charge=-2
Fe -1.459 -0.756 -0.728
N 1.134 1.938 -0.919
C 1.320 1.187 -2.218
C 2.493 1.762 -2.982
P 1.580 -0.564 -1.627
O 3.024 -0.451 -0.968
O 1.547 -1.461 -2.799
O 0.570 -0.674 -0.498
P -0.299 1.363 -3.077
O -0.504 2.994 -2.868
O -0.198 1.109 -4.532
O -1.289 0.712 -2.171
H 1.963 1.809 -0.304
H 0.356 1.474 -0.431
H 0.900 2.917 -1.082
H 3.412 1.692 -2.397
H 2.315 2.805 -3.262
H 2.615 1.180 -3.894
H 3.022 0.037 -0.068
H -0.475 3.380 -3.750
F -5.643 2.362 2.814
C -5.239 1.567 1.785
F -5.733 2.137 0.670
F -5.886 0.401 1.947
C -3.750 1.418 1.756
C -2.981 1.993 2.748
C -1.599 1.847 2.748
C -1.035 1.122 1.713
N -1.765 0.594 0.740
C -3.118 0.672 0.733
S -3.803 -0.226 -0.548
H -3.467 2.555 3.534
H -0.983 2.273 3.526
H 0.034 0.962 1.623
O -2.562 -4.051 1.427
C -2.289 -3.233 0.554
O -1.640 -2.140 0.719
C -2.736 -3.519 -0.899
P -1.536 -2.640 -1.957
C -0.152 -3.837 -1.941
C 0.107 -4.711 -2.992
C 1.152 -5.621 -2.908
C 1.945 -5.667 -1.771
C 1.688 -4.799 -0.719
C 0.650 -3.886 -0.801
C -2.152 -2.723 -3.667
C -3.276 -3.455 -4.044
C -3.721 -3.432 -5.359
C -3.044 -2.674 -6.306
C -1.926 -1.940 -5.934
C -1.479 -1.962 -4.621
H -3.718 -3.057 -1.028
H -2.809 -4.594 -1.060
H -0.501 -4.671 -3.887
H 1.352 -6.288 -3.739
H 2.768 -6.370 -1.710
H 2.310 -4.819 0.167
H 0.465 -3.190 0.008
H -3.808 -4.043 -3.306
H -4.599 -4.001 -5.642
H -3.396 -2.648 -7.331
H -1.402 -1.325 -6.656
H -0.612 -1.377 -4.335
Cl 8.178 3.754 2.828
C 6.642 2.980 2.466
C 5.587 3.725 1.960
C 4.383 3.109 1.678
C 4.163 1.725 1.888
C 2.928 1.082 1.538
C 5.268 1.013 2.410
C 6.479 1.623 2.690
H 5.708 4.788 1.787
H 3.572 3.717 1.289
H 2.073 1.763 1.579
H 2.717 0.149 2.057
H 5.160 -0.050 2.590
H 7.301 1.040 3.089

Entry 6:
64
Properties=species:S:1:pos:R:3 method="wB97M-V/def2-TZVPD" gap_ev="6.2377 / 7.0236" spin_multiplicity=5 homo_ev="-3.637 / -4.423" total_charge=-1
C 2.241 -0.227 1.600
C 2.282 -0.929 0.374
C 1.919 -0.037 -0.661
H 2.531 -1.968 0.254
C 1.686 1.224 -0.073
C 1.887 1.107 1.313
H 1.349 2.105 -0.588
C -1.241 -1.830 1.971
C -0.144 -2.548 1.465
C -0.239 -2.551 0.057
H 0.648 -2.989 2.046
C -1.388 -1.830 -0.331
C -2.005 -1.390 0.870
H 1.855 -0.266 -1.711
H 1.716 1.885 2.036
H 2.456 -0.634 2.574
H -2.888 -0.782 0.940
H 0.468 -3.006 -0.614
H -1.446 -1.619 3.007
Fe 0.057 -0.302 0.742
C -1.919 -1.622 -1.734
C -3.428 -1.893 -1.713
C -1.237 -2.572 -2.713
H -3.622 -2.903 -1.356
H -3.846 -1.784 -2.709
H -3.940 -1.202 -1.046
H -1.428 -3.610 -2.445
H -0.158 -2.417 -2.723
H -1.617 -2.408 -3.715
C -1.622 -0.165 -2.115
C -2.160 0.357 -3.430
H -0.538 -0.025 -2.121
H -1.979 0.496 -1.326
O -3.068 -0.158 -4.075
N -1.559 1.499 -3.874
C -0.373 2.130 -3.343
H -1.883 1.794 -4.781
C 0.945 1.552 -3.809
C 2.127 2.176 -3.412
H 2.081 3.047 -2.770
C 3.356 1.685 -3.818
H 4.264 2.182 -3.501
C 3.426 0.553 -4.620
H 4.386 0.165 -4.933
C 2.256 -0.079 -5.010
H 2.299 -0.963 -5.633
C 1.023 0.420 -4.608
H 0.115 -0.075 -4.926
H -0.400 2.104 -2.254
H -0.413 3.185 -3.612
Cl -0.756 2.751 9.104
C -0.492 1.953 7.565
C 0.087 0.683 7.533
C 0.301 0.045 6.312
C -0.064 0.669 5.098
C -0.646 1.945 5.139
C -0.857 2.583 6.368
C 0.175 -0.035 3.820
O 0.730 -1.225 3.884
O -0.194 0.484 2.637
H 0.373 0.187 8.454
H 0.752 -0.939 6.321
H -0.934 2.448 4.224
H -1.304 3.567 6.394